A cluster of 2 separate species, C4H12 in total in a non-equilibrium geometry. Source: the Open Molecules 2025 dataset; level of theory: ωB97M-V/def2-TZVPD.

```
16
Properties=species:S:1:pos:R:3
C -2.28 -0.02 1.74
C -0.96 0.71 1.64
H -2.48 -0.72 0.94
H -2.34 -0.59 2.67
H -3.13 0.68 1.83
H -0.28 0.13 1.01
H -0.97 1.73 1.24
H -0.40 0.80 2.57
C 1.54 -0.58 -0.99
C 1.71 -0.09 -2.43
H 0.48 -0.73 -0.79
H 2.02 -1.53 -0.76
H 1.86 0.10 -0.21
H 1.99 -0.90 -3.12
H 0.78 0.32 -2.82
H 2.46 0.68 -2.52
```

Calculated values
- Kohn-Sham gap (eV) = 12.747
- DFT total energy (Ha) = -159.57446
- LUMO energy (Ha) = 0.042
- energy above the lowest of the compared OMol25 structures with the same formula, charge and spin (eV) = 0.286
- SMILES string = CC.CC
- E_HOMO (eV) = -11.60

Mulliken population analysis, charges in e, atoms 1 to 8: -0.86 -0.44 0.30 0.26 0.25 -0.13 0.30 0.32

A structure of composition C11H10ClMoNO2S in a non-equilibrium geometry. Source: the Open Molecules 2025 dataset; level of theory: ωB97M-V/def2-TZVPD.

```
27
Properties=species:S:1:pos:R:3
Cl -3.20 0.33 -0.75
C 0.49 -2.40 -1.18
C 1.60 -1.64 -0.69
C 1.44 -0.29 -1.14
H 2.45 -2.02 -0.13
C 0.23 -0.21 -1.91
C -0.37 -1.53 -1.92
H -1.26 -1.81 -2.47
H 0.34 -3.47 -1.01
H 2.15 0.53 -1.01
C -0.27 1.01 -2.61
Mo -0.30 -0.80 0.16
C -0.04 -2.02 1.81
C -2.52 -0.84 0.51
O 0.13 -2.67 2.76
O -3.19 -1.36 1.36
H 0.06 1.91 -2.09
H -1.36 1.03 -2.66
H 0.10 1.05 -3.64
S -0.35 3.29 2.29
C 1.09 2.44 2.87
C 1.21 1.23 2.24
N 0.16 0.96 1.34
C -0.74 1.98 1.27
H 1.77 2.85 3.61
H 1.98 0.48 2.37
H -1.62 1.97 0.64
```

Calculated values
- Kohn-Sham gap (alpha / beta) (eV) = 6.193 / 6.864
- DFT total energy (Ha) = -1556.29064
- LUMO energy (alpha / beta) (Ha) = -0.395 / -0.377
- ⟨S²⟩ = 2.22
- net charge = +2
- E_HOMO (alpha / beta) (eV) = -16.95 / -17.13
- multiplicity = 3

Mulliken population analysis, charges in e, atoms 1 to 8: -0.11 -0.27 -0.60 -0.25 0.52 0.88 -0.67 0.52

A structure of composition C22H49AlBr16O2P in a non-equilibrium geometry. Source: the Open Molecules 2025 dataset; level of theory: ωB97M-V/def2-TZVPD.

```
91
Properties=species:S:1:pos:R:3
C 0.47 -1.64 0.02
C 0.59 -0.22 -0.85
P 0.28 1.25 0.32
C 2.01 2.09 0.56
Al -1.03 2.91 -0.63
O -2.86 2.86 -0.11
C -3.45 1.54 -0.35
C -3.40 0.58 1.02
C -4.90 -0.07 1.29
O -2.47 -0.56 0.88
H 1.38 -2.31 -0.28
H -0.56 -2.17 -0.26
H 0.54 -1.42 1.20
H 1.74 -0.18 -1.17
H -0.06 -0.24 -1.82
H 2.06 3.15 0.06
H 2.79 1.42 -0.03
H 2.34 2.17 1.68
H -0.46 4.31 -0.07
H -0.83 2.98 -2.22
H -3.04 1.00 -1.31
H -4.61 1.71 -0.55
H -3.13 1.28 1.93
H -5.79 0.63 0.95
H -4.90 -1.12 0.71
H -5.10 -0.34 2.42
H -2.14 -0.63 -0.09
Br 6.62 0.16 -0.97
C 6.47 1.86 -1.92
C 5.07 2.42 -1.82
Br 3.85 1.49 -3.02
H 6.80 1.68 -2.95
H 7.19 2.52 -1.43
H 5.05 3.46 -2.16
H 4.65 2.36 -0.82
Br 2.32 3.79 -5.99
C 1.97 5.52 -5.18
C 2.88 5.77 -3.99
Br 2.29 4.76 -2.43
H 0.91 5.55 -4.92
H 2.17 6.25 -5.97
H 2.84 6.82 -3.69
H 3.92 5.48 -4.18
Br -8.42 -1.37 1.61
C -8.71 -2.59 0.12
C -7.51 -2.64 -0.79
Br -7.41 -1.06 -1.92
H -9.62 -2.27 -0.39
H -8.89 -3.57 0.58
H -7.58 -3.48 -1.48
H -6.56 -2.71 -0.25
Br -1.23 7.31 -2.91
C -0.01 8.59 -2.08
C 0.17 9.81 -2.95
Br 1.36 9.45 -4.45
H 0.92 8.06 -1.88
H -0.49 8.85 -1.13
H 0.65 10.61 -2.39
H -0.77 10.19 -3.37
Br -7.92 0.77 5.27
C -8.27 2.35 4.17
C -7.42 2.34 2.92
Br -5.58 2.85 3.31
H -8.10 3.22 4.81
H -9.33 2.29 3.92
H -7.78 3.09 2.21
H -7.39 1.36 2.43
Br 2.73 -2.38 2.91
C 3.20 -4.19 2.35
C 4.28 -4.18 1.30
Br 3.56 -3.69 -0.44
H 2.28 -4.68 2.02
H 3.56 -4.68 3.27
H 4.70 -5.18 1.16
H 5.09 -3.47 1.52
Br 0.91 -7.58 1.82
C 2.09 -7.02 0.37
C 2.26 -8.11 -0.66
Br 3.48 -9.49 -0.01
H 3.03 -6.70 0.83
H 1.59 -6.15 -0.07
H 2.73 -7.72 -1.56
H 1.32 -8.61 -0.92
Br 5.07 -9.05 3.40
C 5.83 -7.31 2.93
C 6.55 -6.69 4.10
Br 5.30 -5.95 5.39
H 5.00 -6.70 2.55
H 6.52 -7.52 2.11
H 7.16 -5.85 3.78
H 7.18 -7.40 4.64
```

Calculated values
- Kohn-Sham gap (eV) = 5.194
- DFT total energy (Ha) = -42786.10210
- LUMO energy (Ha) = 0.060
- net charge = -1
- E_HOMO (eV) = -3.55

Mulliken population analysis, charges in e, atoms 1 to 8: 0.29 -0.50 0.34 -0.46 -0.09 -0.50 -0.31 0.38

A structure of composition C28H49BrHgNOP3 in a non-equilibrium geometry. Source: the Open Molecules 2025 dataset; level of theory: ωB97M-V/def2-TZVPD.

```
84
Properties=species:S:1:pos:R:3
N -5.25 -0.62 3.06
C -4.53 0.40 3.57
C -3.73 1.23 2.78
C -3.67 1.02 1.38
C -4.49 -0.01 0.86
C -5.23 -0.81 1.74
C -2.78 1.80 0.57
Hg 0.55 -0.30 0.16
P 2.31 0.64 -1.20
C -2.62 1.62 -0.78
C -1.77 2.43 -1.63
C -1.83 2.26 -3.04
C -1.09 3.08 -3.88
C -0.19 3.99 -3.32
C -0.13 4.20 -1.94
C -0.89 3.40 -1.10
Br 1.04 4.94 -4.47
H -2.18 2.54 1.11
H -3.13 0.80 -1.28
H -3.18 2.05 3.25
H -4.54 -0.20 -0.21
H -4.59 0.56 4.65
H -5.85 -1.63 1.34
H -2.50 1.51 -3.44
H -0.82 3.52 -0.02
H -1.18 3.00 -4.97
H 0.52 4.99 -1.54
P -0.44 -2.61 -0.36
C 2.81 2.24 -0.48
C 3.51 3.22 -1.41
H 3.43 2.02 0.41
H 1.89 2.71 -0.09
H 3.86 4.06 -0.80
H 4.39 2.79 -1.91
H 2.82 3.62 -2.16
C 1.70 0.99 -2.88
C 2.76 0.99 -3.99
H 1.17 1.96 -2.85
H 0.93 0.25 -3.12
H 2.27 1.25 -4.93
H 3.55 1.74 -3.82
H 3.22 0.00 -4.10
C 3.73 -0.53 -1.34
C 5.12 0.07 -1.50
H 3.51 -1.23 -2.17
H 3.69 -1.14 -0.42
H 5.85 -0.74 -1.46
H 5.25 0.58 -2.47
H 5.36 0.77 -0.69
C 0.53 -3.98 0.38
C 2.05 -3.82 0.30
H 0.22 -4.91 -0.12
H 0.22 -4.06 1.44
H 2.52 -4.72 0.71
H 2.40 -3.70 -0.73
H 2.40 -2.96 0.89
C -0.31 -2.91 -2.17
C -1.17 -1.96 -3.01
H -0.60 -3.96 -2.35
H 0.76 -2.82 -2.44
H -0.96 -2.13 -4.07
H -2.24 -2.14 -2.85
H -0.96 -0.90 -2.79
C -2.20 -3.01 -0.04
C -2.58 -3.31 1.41
H -2.46 -3.87 -0.68
H -2.78 -2.15 -0.41
H -3.64 -3.56 1.45
H -2.01 -4.16 1.81
H -2.41 -2.44 2.06
C 1.59 -0.66 5.44
P 0.63 -0.32 3.95
C -0.99 -1.10 4.12
C 0.22 1.45 4.04
O 1.33 -0.71 2.68
H 2.57 -1.01 5.10
H 1.11 -1.45 6.04
H 1.72 0.24 6.04
H -1.50 -0.76 5.03
H -1.61 -0.82 3.26
H -0.88 -2.19 4.14
H 0.90 2.03 3.40
H -0.81 1.62 3.71
H 0.32 1.75 5.09
```

Calculated values
- Kohn-Sham gap (eV) = 6.219
- DFT total energy (Ha) = -4977.35801
- LUMO energy (Ha) = -0.252
- net charge = +2
- E_HOMO (eV) = -13.09

Mulliken population analysis, charges in e, atoms 1 to 8: -0.55 -0.61 -0.44 0.72 -0.44 -0.61 -0.21 1.23